1.
Molecular formula: C21H66N10O12
Method: DFT, ωB97M-V with the def2-TZVPD basis set

Structure (XYZ):
```
109
Properties=species:S:1:pos:R:3
N -0.37 -5.41 -0.86
C 0.66 -4.58 -1.17
N 1.79 -5.20 -1.62
O 0.59 -3.34 -1.02
H -0.23 -6.38 -1.01
H -1.31 -5.06 -0.61
H 2.58 -4.57 -1.66
H 1.83 -6.17 -1.81
N 3.46 1.50 -0.86
C 3.28 2.30 -1.95
N 4.22 3.27 -2.16
O 2.32 2.15 -2.72
H 4.19 1.79 -0.23
H 2.90 0.68 -0.79
H 5.14 3.20 -1.76
H 4.09 3.83 -2.98
N -1.98 4.55 -1.23
C -1.26 3.70 -2.03
N 0.04 3.64 -1.64
O -1.77 3.04 -2.94
H -1.49 4.99 -0.47
H -2.96 4.65 -1.38
H 0.65 2.96 -2.09
H 0.43 4.35 -1.05
N -5.08 -4.16 0.44
C -3.75 -3.87 0.25
N -3.45 -2.54 0.29
O -2.89 -4.76 0.07
H -5.72 -3.41 0.55
H -5.34 -5.12 0.51
H -4.13 -1.80 0.33
H -2.52 -2.29 -0.01
N 3.45 -2.59 -1.28
C 4.10 -2.10 -2.39
N 5.46 -2.26 -2.41
O 3.47 -1.59 -3.32
H 4.02 -3.02 -0.59
H 2.46 -2.34 -1.30
H 5.99 -2.50 -1.60
H 5.90 -1.86 -3.22
C 2.87 1.26 2.55
C 3.66 -0.01 2.89
C 3.34 -1.16 1.91
O 5.08 0.23 2.83
H 2.98 1.84 3.48
H 1.81 1.11 2.38
H 3.36 1.87 1.79
H 3.41 -0.31 3.91
H 2.72 -1.91 2.41
H 4.25 -1.70 1.64
H 2.79 -0.93 0.99
H 5.43 -0.21 3.62
C -5.54 2.06 -0.69
C -4.58 1.07 -0.04
C -3.56 1.85 0.79
O -5.27 0.15 0.77
H -6.18 1.53 -1.40
H -5.00 2.73 -1.37
H -6.11 2.65 0.03
H -4.02 0.60 -0.86
H -3.00 1.20 1.46
H -4.10 2.57 1.43
H -2.91 2.49 0.19
H -5.60 0.62 1.54
C -0.72 -0.44 -5.81
C -0.18 0.43 -6.92
O 1.22 0.15 -7.06
H -0.35 -0.15 -4.83
H -0.52 -1.50 -5.98
H -1.81 -0.41 -5.82
H -0.35 1.48 -6.67
H -0.62 0.13 -7.88
H 1.57 0.70 -7.76
C -0.71 -0.10 -1.53
C -0.07 -0.14 -0.15
O -0.36 -1.37 0.49
H -0.57 0.88 -2.00
H -1.78 -0.32 -1.48
H -0.23 -0.80 -2.21
H -0.43 0.69 0.46
H 1.01 0.02 -0.23
H -0.06 -2.13 -0.07
C -1.69 -4.47 3.52
C -1.47 -2.96 3.47
O -0.15 -2.64 3.10
H -2.71 -4.71 3.85
H -1.04 -4.96 4.25
H -1.52 -4.91 2.54
H -1.70 -2.47 4.43
H -2.22 -2.49 2.84
H -0.06 -2.35 2.18
C 0.89 3.86 1.71
C 0.54 5.32 1.83
O 0.20 5.79 0.51
H 1.43 3.53 2.60
H 1.65 3.64 0.95
H 0.06 3.20 1.47
H 1.46 5.85 2.11
H -0.27 5.47 2.54
H -0.01 6.72 0.58
C -0.43 1.88 4.61
C -0.44 0.54 3.92
O 0.39 -0.40 4.61
H -1.13 2.55 4.10
H 0.55 2.37 4.66
H -0.78 1.82 5.64
H -0.12 0.61 2.88
H -1.43 0.07 3.96
H 0.34 -1.23 4.10
```

Values from the calculation:
lowest unoccupied orbital energy	0.444	eV
frontier orbital gap	9.54	eV
SMILES string	NC(N)=O.NC(N)=O.NC(N)=O.NC(N)=O.NC(N)=O.CC(C)O.CC(C)O.CCO.CCO.CCO.CCO.CCO

=====

2.
Molecular formula: C21H68N10O13
Method: DFT, ωB97M-V with the def2-TZVPD basis set

Structure (XYZ):
```
112
Properties=species:S:1:pos:R:3
C -4.98 -1.31 -0.45
O -3.79 -1.37 -0.25
N -5.64 -1.78 -1.48
N -5.76 -0.63 0.26
H -6.65 -1.84 -1.40
H -5.18 -2.34 -2.18
H -5.36 -0.12 1.03
H -6.72 -0.51 -0.04
C 0.19 0.22 0.39
O 0.03 1.33 0.67
N 1.33 -0.36 0.45
N -0.77 -0.61 -0.05
H 2.16 0.16 0.70
H 1.37 -1.34 0.21
H -1.69 -0.23 -0.19
H -0.46 -1.57 -0.14
C -3.09 -2.87 -3.65
O -4.30 -2.95 -3.91
N -2.12 -3.34 -4.39
N -2.58 -2.39 -2.61
H -2.36 -3.66 -5.32
H -1.20 -3.10 -4.07
H -1.63 -2.68 -2.42
H -3.14 -1.96 -1.89
C 1.17 -3.61 1.73
O 1.00 -3.13 0.59
N 2.23 -3.35 2.43
N 0.31 -4.39 2.38
H 2.31 -3.55 3.41
H 2.82 -2.59 2.10
H 0.44 -4.53 3.38
H -0.56 -4.27 1.89
C 3.33 2.53 1.93
O 3.79 1.60 1.29
N 4.01 3.48 2.55
N 2.06 2.67 2.34
H 3.54 4.14 3.15
H 4.94 3.57 2.17
H 1.37 2.07 1.91
H 1.78 3.45 2.91
C 0.20 5.45 0.90
C 0.74 4.86 -0.41
O 1.94 5.49 -0.87
H -0.38 4.76 1.51
H -0.33 6.35 0.58
H 0.95 5.88 1.57
H -0.03 4.75 -1.18
H 1.15 3.88 -0.17
H 2.16 5.20 -1.75
C -3.10 0.71 4.03
C -3.91 0.04 2.90
O -4.70 1.05 2.31
H -2.27 1.36 3.78
H -2.66 -0.07 4.66
H -3.82 1.33 4.56
H -4.51 -0.80 3.25
H -3.27 -0.32 2.10
H -4.06 1.56 1.80
C -0.72 1.05 -2.80
C -0.68 0.57 -4.22
O 0.49 0.87 -4.92
H -1.62 0.64 -2.35
H -0.76 2.13 -2.78
H 0.15 0.66 -2.27
H -1.51 1.03 -4.76
H -0.79 -0.52 -4.16
H 0.24 0.81 -5.85
C -4.52 2.95 -0.49
C -3.26 2.12 -0.49
O -2.70 2.19 0.76
H -5.30 2.57 0.16
H -4.96 2.95 -1.49
H -4.39 4.00 -0.23
H -2.47 2.57 -1.09
H -3.52 1.09 -0.74
H -1.78 2.01 0.55
C 0.15 -0.65 4.01
C 0.27 -0.28 5.48
O 0.74 -1.35 6.16
H -0.03 0.28 3.46
H -0.76 -1.24 3.90
H 0.95 -1.16 3.48
H -0.65 0.08 5.94
H 1.03 0.49 5.39
H 1.18 -1.00 6.94
C 3.42 1.35 -2.23
C 3.89 0.92 -3.66
O 3.04 1.60 -4.60
H 3.16 2.40 -2.36
H 4.18 1.35 -1.45
H 2.45 0.99 -1.87
H 3.93 -0.15 -3.85
H 4.90 1.18 -3.98
H 2.16 1.23 -4.63
C 5.40 -3.10 1.26
C 5.34 -1.58 1.53
O 4.02 -1.22 1.86
H 4.88 -3.54 2.10
H 6.41 -3.50 1.27
H 4.96 -3.28 0.28
H 5.61 -1.04 0.62
H 5.98 -1.16 2.31
H 4.00 -0.27 1.72
C 1.46 -2.88 -3.98
C 1.37 -3.34 -2.52
O 0.25 -2.61 -2.01
H 2.21 -3.41 -4.57
H 1.72 -1.82 -3.97
H 0.48 -3.00 -4.44
H 2.31 -3.20 -1.99
H 1.09 -4.39 -2.41
H 0.33 -2.70 -1.06
```

Values from the calculation:
ΔE to the lowest compared entry with this formula, charge and spin	56.6	kcal/mol
lowest unoccupied orbital energy	0.367	eV
frontier orbital gap	9.68	eV

=====

3.
Molecular formula: C21H70Br2F6N2O24S
Method: DFT, ωB97M-V with the def2-TZVPD basis set

Structure (XYZ):
```
126
Properties=species:S:1:pos:R:3
C -3.17 5.18 -0.53
O -3.09 3.86 -0.01
C -4.40 3.34 0.15
C -4.32 1.90 0.67
C -3.69 0.97 -0.37
C -3.94 -0.51 -0.03
C -2.81 -1.42 -0.55
C -1.80 -1.73 0.53
C -2.28 -2.47 1.65
N -1.55 -2.81 2.68
C -0.25 -2.40 2.60
C 0.61 -2.69 3.68
C 1.92 -2.32 3.68
S 2.87 -2.71 5.13
C 2.47 -1.62 2.55
C 3.95 -1.26 2.60
C 4.90 -2.48 2.47
C 4.43 -3.59 1.56
F 5.50 -4.38 1.22
F 3.93 -3.14 0.40
F 3.54 -4.41 2.12
C 1.64 -1.30 1.49
C 2.14 -0.49 0.30
C 1.98 -1.19 -1.06
C 1.55 -0.33 -2.24
F 1.18 -1.19 -3.24
Br -0.02 0.78 -1.93
C 2.74 0.56 -2.78
F 3.63 0.76 -1.81
F 2.32 1.77 -3.19
Br 3.63 -0.25 -4.32
C 0.26 -1.69 1.51
N -0.55 -1.35 0.45
H -3.62 5.18 -1.54
H -2.19 5.63 -0.61
H -3.80 5.78 0.13
H -4.97 3.96 0.85
H -4.88 3.31 -0.84
H -3.70 1.88 1.57
H -5.34 1.61 0.92
H -2.61 1.15 -0.35
H -4.06 1.19 -1.37
H -4.88 -0.86 -0.47
H -4.03 -0.63 1.05
H -3.18 -2.38 -0.90
H -2.29 -0.96 -1.40
H -3.31 -2.78 1.66
H 0.21 -3.20 4.55
H 3.28 -1.47 5.49
H 4.24 -0.48 1.91
H 4.13 -0.86 3.60
H 5.85 -2.14 2.05
H 5.12 -2.89 3.45
H 3.20 -0.26 0.42
H 1.63 0.47 0.32
H 1.26 -2.00 -0.98
H 2.94 -1.64 -1.33
O -4.68 -3.09 3.67
H -4.77 -2.63 4.51
H -3.88 -3.62 3.78
O -3.94 7.51 1.90
H -4.33 8.38 2.06
H -3.15 7.51 2.46
O -4.17 -4.44 -0.77
H -4.87 -5.10 -0.70
H -3.35 -4.95 -0.80
O -0.84 -3.28 -2.16
H -0.14 -2.63 -2.07
H -0.40 -4.13 -2.11
O -3.55 10.29 1.04
H -3.70 11.23 0.87
H -3.46 9.90 0.16
O -0.76 1.57 -4.96
H 0.12 1.63 -4.58
H -0.62 1.69 -5.92
O 8.36 -4.07 1.90
H 8.70 -4.63 1.20
H 7.42 -3.95 1.68
O 6.47 -2.87 5.84
H 6.83 -3.47 5.17
H 5.54 -2.78 5.61
O -0.68 2.62 -7.63
H -0.83 3.56 -7.76
H -0.54 2.26 -8.52
O 0.97 1.67 -9.97
H 1.67 2.32 -9.84
H 1.41 0.82 -9.88
O 2.73 1.74 3.09
H 3.03 1.45 3.96
H 2.36 0.94 2.70
O -0.46 6.47 -1.71
H 0.24 7.12 -1.65
H -0.01 5.62 -1.66
O 8.18 -5.33 4.79
H 9.07 -5.21 5.14
H 8.29 -5.23 3.83
O 0.22 0.71 4.02
H -0.54 0.66 4.60
H 0.04 1.45 3.41
O -3.88 -0.41 -4.21
H -3.21 0.27 -4.07
H -3.40 -1.24 -4.12
O 6.65 -6.18 7.19
H 5.94 -6.82 7.09
H 7.06 -6.14 6.31
O -5.47 -3.64 -3.46
H -5.05 -3.74 -2.60
H -6.41 -3.57 -3.28
O 0.68 4.68 -4.26
H -0.01 4.01 -4.24
H 1.50 4.19 -4.20
O -6.33 8.87 0.45
H -6.86 9.41 -0.14
H -5.55 9.41 0.64
O -3.57 -3.56 -5.69
H -4.34 -3.59 -5.11
H -3.68 -2.74 -6.19
O -1.27 -4.82 -7.25
H -1.56 -5.59 -7.74
H -2.05 -4.53 -6.76
O 3.44 0.46 6.64
H 3.00 1.31 6.70
H 4.19 0.52 7.24
O -0.04 2.05 1.26
H -0.24 2.98 1.15
H 0.14 1.72 0.37
```

Values from the calculation:
lowest unoccupied orbital energy	-0.004	eV
frontier orbital gap	8.62	eV

=====

4.
Molecular formula: C21H70N4O14
Method: DFT, ωB97M-V with the def2-TZVPD basis set

Structure (XYZ):
```
109
Properties=species:S:1:pos:R:3
C -1.36 -2.63 -3.78
C -2.16 -3.25 -2.66
O -1.33 -3.90 -1.74
H -0.74 -1.78 -3.43
H -2.06 -2.23 -4.50
H -0.71 -3.36 -4.34
H -2.87 -3.89 -3.14
H -2.74 -2.46 -2.16
H -1.47 -4.88 -1.96
C 6.08 2.69 -0.24
C 5.55 1.28 -0.19
O 4.11 1.45 -0.21
H 5.58 3.32 0.51
H 5.87 3.09 -1.25
H 7.16 2.69 -0.14
H 5.79 0.65 0.71
H 5.90 0.56 -0.96
H 3.72 0.62 0.13
C -0.72 3.38 3.60
C 0.00 2.16 3.18
O 0.41 1.33 4.19
H -1.09 4.03 2.81
H -0.14 4.01 4.22
H -1.60 3.16 4.19
H 0.89 2.41 2.54
H -0.67 1.54 2.60
H 0.64 0.49 3.82
C 0.34 0.74 -0.45
C -0.43 -0.50 -0.06
O -1.21 -0.18 1.03
H 1.03 0.56 -1.22
H 0.88 1.19 0.39
H -0.36 1.52 -0.81
H 0.12 -1.35 0.15
H -1.02 -0.79 -0.94
H -1.84 -0.87 1.04
C 0.40 -4.97 0.76
C 1.27 -5.75 1.73
O 2.62 -5.75 1.23
H 0.50 -3.90 0.94
H -0.59 -5.39 1.02
H 0.52 -5.12 -0.32
H 0.97 -6.82 1.91
H 1.28 -5.19 2.68
H 3.21 -6.35 1.75
C -2.26 3.60 0.15
C -1.84 4.90 -0.55
O -1.85 4.51 -1.90
H -2.69 3.84 1.09
H -1.50 2.75 0.24
H -3.12 3.26 -0.39
H -0.82 5.21 -0.16
H -2.51 5.71 -0.42
H -1.69 5.26 -2.44
C -3.91 -1.98 2.01
C -3.45 -2.83 0.91
O -2.07 -2.68 0.67
H -3.31 -2.29 2.82
H -5.04 -2.19 2.23
H -3.84 -0.84 1.78
H -3.98 -2.65 0.01
H -3.63 -3.87 1.21
H -1.74 -3.35 0.06
C 3.24 2.15 -3.81
O 2.06 1.71 -3.32
N 4.33 2.06 -3.04
N 3.45 2.46 -5.06
H 4.11 1.95 -2.11
H 5.16 2.51 -3.38
H 2.59 2.24 -5.56
H 4.33 2.38 -5.56
C 0.89 -1.94 3.22
O -0.31 -2.61 3.41
N 0.92 -0.83 2.58
N 2.01 -2.24 3.75
H 0.04 -0.61 2.14
H 1.80 -0.47 2.26
H 2.02 -3.10 4.33
H 2.71 -1.46 3.85
C 1.40 3.81 -0.87
O 2.11 4.97 -0.96
H 1.15 3.57 0.18
H 1.94 3.00 -1.31
H 0.46 3.96 -1.38
H 2.43 5.06 -1.92
C -1.97 1.68 -3.39
O -0.84 0.87 -3.54
H -1.90 2.58 -4.03
H -2.18 2.01 -2.38
H -2.84 1.14 -3.67
H -0.06 1.31 -3.16
C -2.05 -0.64 4.64
O -2.45 0.68 4.82
H -2.84 -1.28 4.90
H -1.25 -1.02 5.21
H -1.83 -0.62 3.61
H -1.70 1.11 5.26
C 1.88 -2.72 -2.12
O 1.37 -3.82 -2.85
H 2.93 -2.88 -1.92
H 1.48 -2.78 -1.12
H 1.65 -1.71 -2.55
H 0.41 -3.82 -2.60
C -4.16 0.50 -0.41
O -5.43 0.71 0.17
H -4.14 1.03 -1.34
H -3.98 -0.57 -0.57
H -3.31 0.71 0.25
H -6.06 1.04 -0.54
```

Values from the calculation:
ΔE to the lowest compared entry with this formula, charge and spin	0.0	kcal/mol
lowest unoccupied orbital energy	0.063	eV
frontier orbital gap	8.93	eV